No. 1
{
  "formula": "CH4ClPS",
  "method": "ωB97M-V/def2-TZVPD",
  "relative_energy_kcal_mol": 9.3,
  "multiplicity": 3,
  "s2": 2.009,
  "molar_mass_g_mol": 114.54,
  "energy_ev": -33745.8754,
  "symbols": ["Cl", "S", "P", "C", "H", "H", "H", "H"],
  "positions_angstrom": [[2.38493, 0.99898, 0.07951], [-1.63742, 1.35142, 1.60305], [-0.05021, 0.92162, 0.37446], [-0.09210, -0.87115, -0.24560], [0.75866, -1.37669, 0.22415], [0.05719, -0.93630, -1.39958], [-0.62329, 1.42164, -0.81495], [-0.79776, -1.50952, 0.17896]],
  "mulliken_spin": [0.38, 1.16, 0.35, 0.04, 0.00, 0.01, 0.07, 0.00]
}



No. 2
{
  "formula": "C5H15NO",
  "method": "ωB97M-V/def2-TZVPD",
  "relative_energy_kcal_mol": 35.2,
  "smiles": "CCN(C)CC.O",
  "molar_mass_g_mol": 105.18,
  "energy_ev": -8964.8342,
  "symbols": ["O", "N", "C", "C", "C", "C", "C", "H", "H", "H", "H", "H", "H", "H", "H", "H", "H", "H", "H", "H", "H", "H"],
  "positions_angstrom": [[1.37439, -2.53307, 2.29551], [-0.60080, 0.71857, -0.71790], [0.78970, -1.29075, -1.33731], [0.36384, 0.99911, 0.37299], [-0.04009, -0.13088, -1.81824], [-1.81910, 0.10960, -0.18287], [-0.23183, 2.13679, 1.20184], [-1.30362, 2.13666, 1.40173], [0.38924, 0.55867, -2.55123], [1.87299, -1.72434, 2.47339], [1.64640, -2.72385, 1.40385], [1.27973, -1.79305, -2.17222], [-2.39213, -0.31776, -1.00993], [-0.26821, 3.01680, 0.55181], [-2.56940, 0.87183, 0.08899], [0.59655, 0.10923, 0.96566], [0.25658, -1.92276, -0.62331], [0.30596, 2.38149, 2.11161], [1.27030, 1.37727, -0.08801], [-0.92343, -0.54972, -2.31693], [-1.63926, -0.52203, 0.69772], [1.64217, -0.90782, -0.74713]],
  "lowdin_charge": [-0.05, -0.22, -0.11, -0.27, -0.25, -0.12, -0.10, 0.06, 0.11, 0.04, 0.01, 0.08, 0.08, 0.08, 0.07, 0.09, 0.07, 0.07, 0.11, 0.10, 0.09, 0.06]
}